Entry 1:
Density functional theory data (the ωB97M-V functional and the def2-TZVPD basis) for a cluster of 5 separate species, C16H29BNO12PS in total.

```
! RIJCOSX wB97M-V def2-TZVPD def2/J DEFGRID3
* xyz 0 1
S 1.59 4.70 -3.84
P 0.94 3.18 -2.78
O 1.80 2.58 4.73
O -2.72 -5.19 -4.51
O 0.20 -1.74 2.35
O -0.17 1.73 3.92
O -1.10 -1.51 4.22
O 1.01 -2.38 4.35
O -1.25 -6.18 -3.12
O -2.47 -7.47 -4.57
O 1.91 0.24 -0.79
O 3.35 0.24 0.99
O 2.20 2.11 0.49
O -0.10 3.85 4.68
N -2.12 2.62 -0.56
C -0.96 -0.42 -2.81
C 2.82 2.33 1.74
C -1.03 -4.79 -3.03
C -1.51 2.19 3.99
C 2.44 0.81 0.15
C 0.61 2.71 4.47
C -0.05 -1.84 3.69
C -1.35 3.68 4.04
C 3.89 1.28 1.78
C -1.29 0.38 -1.42
C 1.92 -2.83 3.37
C 1.58 -2.01 2.17
C -2.51 1.48 -1.52
C -2.29 -4.21 -3.59
C 0.26 0.23 -3.71
C -2.18 -6.38 -4.11
B 0.16 1.86 -3.94
H -2.44 2.27 0.37
H -1.92 -0.63 -3.49
H -1.98 1.78 4.89
H -1.65 -0.45 -0.64
H 1.29 -0.07 -3.22
H -0.86 -4.49 -1.99
H -0.58 -1.50 -2.50
H -2.60 3.51 -0.84
H 2.96 -2.68 3.70
H 0.17 -0.26 -4.79
H 4.82 1.62 1.33
H 2.07 2.20 2.53
H 2.13 -1.07 2.14
H -3.56 1.09 -1.19
H -1.31 4.13 3.05
H -0.49 2.23 -4.87
H 2.09 2.57 -2.15
H -2.61 1.92 -2.62
H 1.76 -3.90 3.20
H 4.08 0.93 2.80
H -2.15 4.16 4.62
H 1.75 -2.55 1.23
H 3.23 3.34 1.80
H -0.35 0.88 -0.92
H -2.07 1.86 3.11
H -0.15 -4.53 -3.63
H -0.03 3.69 -1.80
H -3.06 -4.07 -2.83
H -2.12 -3.25 -4.10
*
```

Largest force on an atom = 2.86 eV Å⁻¹
SMILES string = NCCCCB[PH2]=S.O=C1OCCO1.O=C1OCCO1.O=C1OCCO1.O=C1OCCO1
LUMO level = -0.7 eV
Calculated total energy = -63919.85979 eV
M = 501.3 g/mol
HOMO-LUMO gap = 0.272 Ha
HOMO = -8.07 eV

Per-atom Mulliken charges, elementary charge units:
1 S -0.4467
2 P 0.1505
3 O -0.5632
4 O -0.3319
5 O -0.2425
6 O -0.1336
7 O -0.5871
8 O -0.3237
9 O -0.3405
10 O -0.5339
11 O -0.4103
12 O -0.4257
13 O -0.2788
14 O -0.3462
15 N -0.4464
16 C -0.2164
17 C 0.3700
18 C -0.2017
19 C -0.2555
20 C 0.5052
21 C 0.5981
22 C 0.6056
23 C -0.3562
24 C -0.4686
25 C 0.2883
26 C -0.4093
27 C 0.2990
28 C -0.6139
29 C -0.0809
30 C -0.4793
31 C 0.5816
32 B 0.2482
33 H 0.1403
34 H 0.3190
35 H 0.2948
36 H 0.3071
37 H 0.1653
38 H 0.2381
39 H -0.0752
40 H 0.2303
41 H 0.3328
42 H 0.2486
43 H 0.3083
44 H -0.4275
45 H -0.2739
46 H 0.3175
47 H 0.2588
48 H -0.0476
49 H 0.0182
50 H 0.2759
51 H 0.2556
52 H 0.3420
53 H 0.3115
54 H 0.3319
55 H 0.4240
56 H -0.4031
57 H 0.2211
58 H 0.2793
59 H 0.0431
60 H 0.2493
61 H 0.1607



Entry 2:
Density functional theory data (the ωB97M-V functional and the def2-TZVPD basis) for an isolated molecule of C4H8Cl2.

```
! RIJCOSX wB97M-V def2-TZVPD def2/J DEFGRID3
* xyz 0 1
Cl 0.24 0.27 2.86
Cl 2.22 -0.01 0.89
C -0.40 -0.04 0.19
C -0.26 -1.46 -0.15
C -0.23 0.85 -1.22
C 0.63 0.61 1.21
H -0.49 1.87 -0.97
H -1.37 0.31 0.55
H -0.24 -2.04 0.77
H -1.09 -1.86 -0.83
H 0.73 0.82 -1.84
H 0.66 -1.65 -0.71
H 0.74 1.66 1.11
H -1.14 0.64 -1.86
*
```

Largest force on an atom = 4.85 eV Å⁻¹
SMILES string = CC(C)C(Cl)Cl
LUMO level = 0.9 eV
Calculated total energy = -29322.18965 eV
M = 127.0 g/mol
HOMO-LUMO gap = 0.427 Ha
ΔE to the lowest compared entry with this formula, charge and spin = 21.3 kcal/mol
HOMO = -10.71 eV

Per-atom Mulliken charges, elementary charge units:
1 Cl -0.1654
2 Cl -0.1717
3 C 0.1812
4 C -1.2711
5 C -1.2799
6 C -0.0525
7 H 0.4231
8 H 0.3235
9 H 0.3417
10 H 0.3486
11 H 0.2837
12 H 0.3354
13 H 0.3455
14 H 0.3579